No. 1
Density functional theory data (ωB97M-V/def2-TZVPD) for C31H33ClN2O2OsSi2 as an isolated structure at a distorted geometry.

The value obtained for the HOMO-LUMO gap (spin up / spin down) is 6.53 / 4.59 eV. The HOMO energy (spin up / spin down) comes out at -12.4 / -13.7 eV. The expectation value of S² is 6.0302. The spin multiplicity is 5. Its net charge is +2. The energy relative to the best compared isomer or geometry (same formula, charge and spin) comes out at 0.0 kcal per mole.

Last column: Mulliken spin population.
Geometry (Å):
Os -0.34 -0.31 2.42  1.7979
Cl 2.99 -0.50 0.32  0.1343
Si 0.88 0.08 0.00  0.4272
Si 1.32 0.07 -2.21  0.1739
O 2.81 -0.39 5.55  0.0001
O 1.95 -0.85 3.54  0.0934
N 1.29 1.07 4.62  0.0019
N 0.65 1.50 3.38  0.0729
C -1.43 -3.85 -1.04  0.0998
C -0.06 4.11 -0.43  -0.0018
C 0.45 1.38 -3.18  0.0361
C 2.57 0.26 6.84  0.0032
C 0.43 -3.94 -4.26  0.0411
C 1.88 -2.72 -2.73  0.0175
C -0.06 -2.74 -4.79  -0.0095
C -2.25 -0.82 2.34  0.0101
C 0.55 2.93 0.00  0.0865
C -0.80 -1.56 3.93  0.2036
C 0.58 3.56 -4.22  0.0007
C -1.52 -1.44 -0.80  0.1049
C -2.22 3.04 -0.30  -0.0179
C -1.59 2.43 -3.95  -0.0110
C 0.39 -1.53 -4.25  0.0235
C -0.94 1.33 -3.37  0.0252
C 1.22 -1.53 -3.11  0.0454
C -2.07 0.23 3.26  0.0427
C 1.22 2.45 -3.66  0.0200
C -1.45 4.17 -0.58  0.0388
C -1.59 1.83 0.06  0.1152
C 0.28 -2.71 0.22  0.1198
C -0.32 -1.45 -0.05  -0.0344
C -0.83 3.55 -4.34  0.0237
C -0.31 -3.89 -0.20  -0.0177
C -0.19 1.74 0.17  0.0143
C -1.45 -1.91 2.75  0.1071
C 1.46 -3.93 -3.30  -0.0179
C -2.06 -2.63 -1.30  -0.0202
C 2.02 -0.08 4.52  -0.0003
C -1.14 -0.22 4.23  0.0049
H 1.93 -4.88 -2.97  -0.0003
H 0.02 -4.88 -4.61  0.0006
H -0.18 -2.22 4.53  0.0226
H 1.07 0.13 1.53  0.0606
H -1.34 4.44 -4.73  0.0003
H -2.68 2.41 -4.09  0.0001
H 2.75 0.55 -2.10  0.0913
H -0.90 0.28 5.15  -0.0033
H 2.31 2.40 -3.58  0.0006
H -1.81 -4.78 -1.48  -0.0033
H -2.00 -0.50 -1.09  0.0129
H -1.51 0.44 -3.08  0.0028
H 1.51 0.23 7.13  0.0003
H 1.24 -2.74 0.74  -0.0012
H -3.31 3.07 -0.37  0.0018
H 0.09 -0.58 -4.70  0.0043
H 0.12 -4.85 0.10  0.0029
H -0.76 -2.71 -5.62  0.0005
H -0.03 2.23 3.62  -0.0035
H 3.16 -0.33 7.53  0.0001
H 2.68 -2.67 -2.00  0.0047
H -1.93 5.08 -0.92  0.0023
H 1.65 1.81 5.22  -0.0024
H 1.17 4.42 -4.56  0.0008
H -2.57 1.19 3.24  0.0155
H 2.93 1.30 6.83  -0.0002
H -1.39 -2.88 2.26  0.0122
H -2.22 0.95 0.21  0.0118
H 0.54 4.99 -0.67  0.0013
H 1.34 1.90 2.74  0.0047
H 1.64 2.90 0.10  -0.0015
H -2.96 -2.61 -1.91  0.0042
H -2.90 -0.82 1.47  0.0014

No. 2
Density functional theory data (ωB97M-V/def2-TZVPD) for C31H33ClN2O2Si2Tm as an isolated structure at a distorted geometry.

The value obtained for the HOMO-LUMO gap (spin up / spin down) is 7.21 / 7.24 eV. The HOMO energy (spin up / spin down) comes out at -10.1 / -10.1 eV. The expectation value of S² is 2.0023. The spin multiplicity is 3. Its net charge is +1. The energy relative to the best compared isomer or geometry (same formula, charge and spin) comes out at 1.9 kcal per mole.

Last column: Mulliken spin population.
Geometry (Å):
Tm -0.18 -0.19 3.60  2.0234
Cl 1.69 0.67 2.23  -0.0030
Si 0.98 0.40 -1.26  0.0002
Si -0.49 -0.16 -3.18  -0.0001
O 1.97 1.52 6.94  0.0000
O 0.40 1.08 5.33  -0.0033
N 1.70 -1.24 4.72  -0.0017
N 2.12 -0.38 5.79  -0.0002
C -1.11 2.27 -4.48  0.0000
C 1.57 -3.57 -4.36  0.0000
C -2.17 -1.52 2.97  -0.0116
C 1.15 -2.00 0.30  0.0007
C -0.57 -3.69 0.47  -0.0001
C -0.76 3.53 -4.97  0.0000
C -0.31 -1.81 -5.47  0.0000
C -1.10 -2.06 4.95  -0.0055
C 0.94 -2.62 -3.55  0.0001
C -0.74 4.18 -1.05  0.0001
C -1.07 -1.54 -0.52  0.0005
C 1.45 0.76 5.99  -0.0002
C -0.13 1.28 -4.32  0.0000
C 0.57 3.79 -5.35  0.0000
C 1.25 -3.65 -5.72  0.0000
C -1.23 -2.42 3.57  0.0030
C -1.89 2.84 0.61  -0.0004
C 0.07 -1.67 -4.12  0.0000
C 0.11 3.12 -1.33  0.0001
C 1.31 2.81 7.18  0.0000
C -1.94 -0.93 5.19  -0.0021
C 0.29 -2.79 -6.26  0.0000
C 0.28 -1.15 -0.41  -0.0017
C 1.51 2.74 -5.34  0.0000
C -1.74 4.05 -0.08  -0.0002
C -1.47 -2.84 -0.17  -0.0001
C 0.72 -3.25 0.76  -0.0001
C -2.60 -0.60 3.97  0.0012
C -0.08 1.87 -0.71  -0.0005
C -1.09 1.75 0.26  0.0015
C 1.14 1.47 -4.87  0.0000
H -2.15 2.05 -4.20  0.0000
H 2.31 -4.24 -3.93  0.0000
H -2.42 4.89 0.13  0.0000
H -0.78 -3.29 3.09  0.0004
H 1.39 -3.88 1.35  0.0000
H -0.64 5.12 -1.61  0.0000
H 0.90 3.23 -2.09  0.0000
H 2.16 -1.66 0.52  0.0001
H 0.86 4.79 -5.68  0.0000
H -1.06 -1.14 -5.89  0.0000
H 2.47 -1.36 4.06  0.0003
H 1.49 -2.16 5.11  0.0000
H 0.02 -2.87 -7.32  0.0000
H -2.64 2.74 1.40  -0.0001
H -1.95 -0.20 -3.01  0.0000
H 2.98 -0.53 6.31  0.0000
H -1.83 -0.86 -0.91  0.0000
H -3.36 0.16 3.84  -0.0001
H -0.90 -4.69 0.77  0.0000
H 1.20 3.36 6.24  0.0000
H 2.31 0.71 -0.72  -0.0001
H -0.58 -2.65 5.71  0.0004
H 1.76 -4.38 -6.36  0.0000
H 2.53 2.91 -5.70  0.0000
H -2.49 -3.17 -0.39  0.0000
H -2.12 -0.48 6.17  0.0001
H -2.53 -1.58 1.95  -0.0007
H 1.98 3.33 7.86  0.0000
H 1.86 0.64 -4.89  0.0000
H -1.51 4.32 -5.05  0.0000
H 1.14 -2.58 -2.47  0.0000
H -1.27 0.78 0.74  -0.0003
H 0.33 2.65 7.64  0.0000

No. 3
Density functional theory data (ωB97M-V/def2-TZVPD) for C31H33F2N8O2PbSSe2Te2 as an isolated structure.

The value obtained for the HOMO-LUMO gap is 5.95 eV. The HOMO energy comes out at -9.3 eV. Its net charge is +1. The energy relative to the best compared isomer or geometry (same formula, charge and spin) comes out at 43.9 kcal per mole.

Last column: Löwdin charge in e.
Geometry (Å):
Pb -2.28 -1.51 0.37  1.2041
Te -3.59 -5.67 1.27  0.3840
Te -6.30 -5.80 0.74  0.2665
Se -6.07 -3.25 0.58  -0.1092
Se -4.19 -3.29 2.00  -0.1274
S -5.36 0.23 -1.20  0.8224
F -0.95 -4.49 -0.39  -0.1333
F -0.99 -4.13 1.78  -0.1920
O 2.52 1.48 0.71  0.0530
O -4.95 -0.52 0.03  -0.7669
N -0.57 -0.85 2.24  -0.0269
N 4.83 1.58 -5.05  0.0705
N -0.90 3.67 1.17  0.1094
N -1.55 -4.48 -3.74  0.1143
N 3.87 0.84 2.41  -0.0477
N -2.33 -2.53 -1.94  0.0064
N -0.79 -0.42 -1.34  0.0657
N -1.89 1.18 0.54  0.0292
C 0.64 -0.48 1.81  -0.0805
C -0.32 2.91 0.24  -0.0519
C -0.73 -3.47 0.55  -0.4317
C -0.22 0.78 -1.14  -0.1923
C 4.57 0.90 4.80  -0.0649
C 4.13 0.05 3.61  -0.1941
C 3.84 0.93 -5.66  -0.1256
C -5.34 1.99 -0.75  -0.2401
C 1.38 0.35 -2.88  -0.1171
C 0.87 1.19 -1.90  0.0579
C -3.12 -3.56 -2.21  -0.1017
C -1.98 3.19 1.77  -0.0935
C 5.02 1.47 1.75  -0.1861
C 0.98 0.92 3.70  0.0100
C -0.82 1.65 -0.10  -0.1964
C 4.72 1.81 -3.75  -0.1242
C -0.36 -1.20 -2.34  -0.1822
C 1.45 0.41 2.50  -0.1056
C 5.05 2.98 1.96  -0.0606
C -0.99 -0.39 3.42  -0.1267
C 2.68 0.95 1.81  -0.4060
C -2.73 -4.53 -3.14  -0.0785
C -0.24 0.49 4.19  -0.0233
C 2.58 0.75 -3.64  -0.1724
C -2.47 1.93 1.46  -0.1266
C -0.77 -3.44 -3.46  -0.0525
C 2.70 0.49 -5.00  -0.0061
C 0.73 -0.85 -3.12  0.0730
C -1.16 -2.43 -2.59  -0.2033
C 3.62 1.42 -3.00  -0.0017
C -7.16 0.07 -1.26  -0.2439
H 0.97 -0.90 0.87  0.1237
H 3.96 0.76 -6.72  0.1120
H -7.54 0.63 -2.12  0.0596
H -7.38 -0.99 -1.38  0.0353
H 1.92 -0.02 -5.54  0.1142
H -0.63 0.85 5.13  0.1164
H 1.32 2.16 -1.73  0.1162
H 4.70 0.26 5.67  0.0820
H -3.34 1.50 1.95  0.1190
H 1.07 -1.50 -3.91  0.1168
H -4.30 2.30 -0.65  0.0287
H -5.87 2.14 0.19  0.0653
H 3.57 1.62 -1.93  0.1036
H 3.84 1.67 5.03  0.0696
H 5.92 1.00 2.13  0.1226
H 5.12 3.23 3.01  0.0683
H -3.37 -5.37 -3.38  0.1204
H 5.53 1.39 4.60  0.0728
H 1.56 1.65 4.26  0.1230
H 5.54 2.34 -3.29  0.1110
H 3.23 -0.50 3.86  0.1126
H -1.96 -0.74 3.75  0.1193
H 4.15 3.44 1.55  0.0719
H 4.91 -0.67 3.38  0.1270
H -4.06 -3.61 -1.68  0.0756
H 0.57 3.33 -0.22  0.1151
H -7.59 0.43 -0.33  0.0656
H 4.94 1.25 0.68  0.1141
H 0.20 -3.44 -3.94  0.1188
H -5.82 2.55 -1.56  0.0598
H 5.92 3.40 1.44  0.0806
H -2.45 3.83 2.51  0.1141
H 0.35 -3.32 0.53  0.0714

Which value of net charge does entry 1 give? +2

Copy entry 2 word for word.
Density functional theory data (ωB97M-V/def2-TZVPD) for C31H33ClN2O2Si2Tm as an isolated structure at a distorted geometry.

The value obtained for the HOMO-LUMO gap (spin up / spin down) is 7.21 / 7.24 eV. The HOMO energy (spin up / spin down) comes out at -10.1 / -10.1 eV. The expectation value of S² is 2.0023. The spin multiplicity is 3. Its net charge is +1. The energy relative to the best compared isomer or geometry (same formula, charge and spin) comes out at 1.9 kcal per mole.

Last column: Mulliken spin population.
Geometry (Å):
Tm -0.18 -0.19 3.60  2.0234
Cl 1.69 0.67 2.23  -0.0030
Si 0.98 0.40 -1.26  0.0002
Si -0.49 -0.16 -3.18  -0.0001
O 1.97 1.52 6.94  0.0000
O 0.40 1.08 5.33  -0.0033
N 1.70 -1.24 4.72  -0.0017
N 2.12 -0.38 5.79  -0.0002
C -1.11 2.27 -4.48  0.0000
C 1.57 -3.57 -4.36  0.0000
C -2.17 -1.52 2.97  -0.0116
C 1.15 -2.00 0.30  0.0007
C -0.57 -3.69 0.47  -0.0001
C -0.76 3.53 -4.97  0.0000
C -0.31 -1.81 -5.47  0.0000
C -1.10 -2.06 4.95  -0.0055
C 0.94 -2.62 -3.55  0.0001
C -0.74 4.18 -1.05  0.0001
C -1.07 -1.54 -0.52  0.0005
C 1.45 0.76 5.99  -0.0002
C -0.13 1.28 -4.32  0.0000
C 0.57 3.79 -5.35  0.0000
C 1.25 -3.65 -5.72  0.0000
C -1.23 -2.42 3.57  0.0030
C -1.89 2.84 0.61  -0.0004
C 0.07 -1.67 -4.12  0.0000
C 0.11 3.12 -1.33  0.0001
C 1.31 2.81 7.18  0.0000
C -1.94 -0.93 5.19  -0.0021
C 0.29 -2.79 -6.26  0.0000
C 0.28 -1.15 -0.41  -0.0017
C 1.51 2.74 -5.34  0.0000
C -1.74 4.05 -0.08  -0.0002
C -1.47 -2.84 -0.17  -0.0001
C 0.72 -3.25 0.76  -0.0001
C -2.60 -0.60 3.97  0.0012
C -0.08 1.87 -0.71  -0.0005
C -1.09 1.75 0.26  0.0015
C 1.14 1.47 -4.87  0.0000
H -2.15 2.05 -4.20  0.0000
H 2.31 -4.24 -3.93  0.0000
H -2.42 4.89 0.13  0.0000
H -0.78 -3.29 3.09  0.0004
H 1.39 -3.88 1.35  0.0000
H -0.64 5.12 -1.61  0.0000
H 0.90 3.23 -2.09  0.0000
H 2.16 -1.66 0.52  0.0001
H 0.86 4.79 -5.68  0.0000
H -1.06 -1.14 -5.89  0.0000
H 2.47 -1.36 4.06  0.0003
H 1.49 -2.16 5.11  0.0000
H 0.02 -2.87 -7.32  0.0000
H -2.64 2.74 1.40  -0.0001
H -1.95 -0.20 -3.01  0.0000
H 2.98 -0.53 6.31  0.0000
H -1.83 -0.86 -0.91  0.0000
H -3.36 0.16 3.84  -0.0001
H -0.90 -4.69 0.77  0.0000
H 1.20 3.36 6.24  0.0000
H 2.31 0.71 -0.72  -0.0001
H -0.58 -2.65 5.71  0.0004
H 1.76 -4.38 -6.36  0.0000
H 2.53 2.91 -5.70  0.0000
H -2.49 -3.17 -0.39  0.0000
H -2.12 -0.48 6.17  0.0001
H -2.53 -1.58 1.95  -0.0007
H 1.98 3.33 7.86  0.0000
H 1.86 0.64 -4.89  0.0000
H -1.51 4.32 -5.05  0.0000
H 1.14 -2.58 -2.47  0.0000
H -1.27 0.78 0.74  -0.0003
H 0.33 2.65 7.64  0.0000